The following is a quantum chemistry calculation of one molecule with the formula C3H3ClFN3, from OMol25.

Computed properties:
Molar mass in g/mol: 135.529
E_tot in a.u.: -840.39340
Energy above the lowest of the compared OMol25 structures with the same formula, charge and spin in eV: 0.789
Strongest force on any atom in eV Å⁻¹: 2.25
SMILES: [H]/N=C1/NN=C[C@@]1(F)Cl
Gap between HOMO and LUMO in Ha: 0.3509

Structure (XYZ):
```
11
Properties=species:S:1:pos:R:3:forces:R:3:mulliken_charge:R:1
C 0.3034 -0.2485 0.3671 0.250 1.437 -0.788 1.02
C -0.4913 -1.4886 0.2271 -1.897 -0.719 -0.647 -0.57
C -0.7043 0.8327 -0.0852 0.216 0.958 -1.061 0.17
H -0.2377 -2.5465 0.4477 0.042 1.113 -0.077 0.38
H -2.7364 0.5006 -0.5540 0.359 -0.021 -0.068 0.28
H 0.4200 2.3007 0.2160 -1.798 -0.028 -0.425 0.25
N -1.6814 -1.2319 -0.2460 1.331 0.417 0.264 -0.44
N -1.7888 0.1394 -0.5632 -0.275 -1.505 0.635 -0.01
N -0.5855 2.0998 -0.0993 1.961 -0.807 0.761 -0.70
F 0.5949 0.1219 1.6352 0.818 -0.627 0.537 -0.22
Cl 1.8202 -0.1751 -0.6777 -1.007 -0.217 0.869 -0.15
```
Forces are in eV/Å.